No. 1
Formula: C2H8BN
Source: the Open Molecules 2025 dataset
Level of theory: ωB97M-V/def2-TZVPD

Last column: Mulliken charge in e.
Cartesian coordinates (Å):
H (0.54, -0.92, 2.29)  -0.02
B (-0.09, -0.64, 1.40)  -0.08
C (-1.33, -0.37, 0.91)  0.02
C (-1.93, 0.45, -0.19)  -0.85
H (-2.12, -0.83, 1.60)  0.16
H (-1.76, 1.54, -0.21)  0.24
H (-1.38, -0.06, -0.97)  0.24
H (-3.03, 0.23, -0.30)  0.29
N (2.84, 0.08, -0.91)  -0.63
H (1.90, -0.17, -0.95)  0.21
H (3.00, 1.00, -0.97)  0.21
H (3.38, -0.31, -1.70)  0.22

Output
Structure (SMILES) ... [H]/B=C/C.N
Total charge ... 0
Highest occupied orbital energy ... -8.4 eV
Frontier orbital gap ... 8.477 eV
Spin multiplicity ... 1
Relative energy (zero: lowest compared OMol25 entry of this formula, charge and spin) ... 410.7 kJ/mol

=====

No. 2
Formula: C69H168N12O15
Source: the Open Molecules 2025 dataset
Level of theory: ωB97M-V/def2-TZVPD

Last column: Mulliken charge in e.
Cartesian coordinates (Å):
C (-40.36, -7.40, -9.55)  -1.74
C (-40.98, -8.78, -9.12)  0.99
C (-40.05, -9.57, -8.03)  -1.55
C (-42.31, -8.44, -8.41)  -1.09
C (-43.34, -9.50, -8.53)  -0.85
C (-43.62, -9.86, -9.99)  -1.04
C (-42.30, -10.39, -10.75)  1.11
C (-42.09, -11.92, -10.49)  -1.68
C (-42.43, -9.99, -12.31)  -1.77
N (-41.08, -9.62, -10.38)  0.62
O (-39.87, -10.07, -10.92)  -0.46
H (-40.26, -6.75, -8.68)  0.40
H (-39.41, -7.34, -10.08)  0.32
H (-41.08, -6.92, -10.20)  0.43
H (-39.85, -8.95, -7.15)  0.40
H (-40.60, -10.49, -7.84)  0.35
H (-39.10, -9.78, -8.53)  0.38
H (-42.22, -8.20, -7.35)  0.51
H (-42.76, -7.47, -8.63)  0.43
H (-43.00, -10.48, -8.19)  0.25
H (-44.36, -9.37, -8.17)  0.40
H (-44.23, -9.04, -10.38)  0.38
H (-44.24, -10.76, -10.04)  0.48
H (-42.85, -12.57, -10.92)  0.45
H (-42.14, -12.13, -9.42)  0.34
H (-41.18, -12.34, -10.91)  0.35
H (-42.45, -8.91, -12.51)  0.38
H (-43.38, -10.32, -12.71)  0.40
H (-41.55, -10.23, -12.91)  0.44
H (-39.93, -9.66, -11.79)  0.36
C (-33.69, -9.29, 2.24)  -1.85
C (-32.15, -9.05, 2.33)  1.80
C (-31.44, -9.99, 1.34)  -1.81
C (-31.93, -7.54, 1.89)  -1.28
C (-30.55, -6.90, 2.28)  -0.69
C (-30.33, -7.01, 3.73)  -1.12
C (-30.37, -8.48, 4.18)  1.14
C (-29.10, -9.31, 3.66)  -1.49
C (-30.34, -8.42, 5.75)  -1.90
N (-31.64, -9.09, 3.79)  0.19
O (-31.84, -10.36, 4.30)  -0.45
H (-33.98, -8.95, 3.24)  0.43
H (-34.25, -8.74, 1.48)  0.36
H (-34.00, -10.33, 2.20)  0.38
H (-32.02, -10.38, 0.50)  0.40
H (-30.53, -9.65, 0.86)  0.38
H (-30.89, -10.84, 1.76)  0.43
H (-31.98, -7.53, 0.81)  0.45
H (-32.67, -6.86, 2.32)  0.42
H (-29.79, -7.52, 1.80)  0.28
H (-30.47, -5.92, 1.82)  0.38
H (-31.12, -6.44, 4.22)  0.36
H (-29.41, -6.53, 4.05)  0.49
H (-28.19, -8.84, 4.04)  0.37
H (-29.20, -9.40, 2.58)  0.33
H (-29.16, -10.30, 4.11)  0.39
H (-29.46, -7.86, 6.08)  0.41
H (-30.40, -9.39, 6.25)  0.38
H (-31.18, -7.87, 6.18)  0.44
H (-32.66, -10.18, 4.76)  0.38
C (-22.32, -1.45, -2.11)  -2.03
C (-23.28, -1.63, -3.25)  1.62
C (-24.04, -2.91, -3.12)  -1.73
C (-24.22, -0.49, -3.18)  -1.24
C (-24.99, -0.20, -4.41)  -0.85
C (-24.13, -0.08, -5.60)  -1.20
C (-23.14, -1.22, -5.79)  1.52
C (-23.81, -2.39, -6.51)  -1.63
C (-22.02, -0.50, -6.59)  -2.01
N (-22.52, -1.63, -4.55)  0.54
O (-21.52, -2.56, -4.61)  -0.52
H (-22.87, -1.15, -1.22)  0.43
H (-21.61, -0.62, -2.19)  0.44
H (-21.82, -2.35, -1.76)  0.40
H (-23.33, -3.71, -3.32)  0.38
H (-24.75, -2.86, -3.94)  0.33
H (-24.54, -3.02, -2.15)  0.42
H (-24.94, -0.65, -2.37)  0.44
H (-23.69, 0.43, -2.92)  0.41
H (-25.48, 0.76, -4.26)  0.36
H (-25.78, -0.95, -4.52)  0.40
H (-23.60, 0.87, -5.62)  0.45
H (-24.81, 0.04, -6.45)  0.40
H (-23.05, -3.14, -6.74)  0.36
H (-24.60, -2.84, -5.93)  0.32
H (-24.21, -2.14, -7.49)  0.41
H (-21.43, 0.23, -6.03)  0.42
H (-21.36, -1.27, -6.99)  0.45
H (-22.41, -0.01, -7.48)  0.40
H (-20.67, -2.14, -4.45)  0.33
C (-33.14, -22.52, -6.88)  -0.78
O (-32.61, -22.28, -5.62)  -0.30
C (-33.26, -21.30, -4.88)  -0.70
C (-32.44, -21.01, -3.60)  0.65
C (-32.03, -22.26, -2.81)  -1.40
N (-33.29, -20.13, -2.77)  -0.77
H (-32.90, -21.85, -7.70)  0.27
H (-34.15, -22.87, -6.65)  0.35
H (-32.62, -23.42, -7.22)  0.25
H (-33.26, -20.42, -5.51)  0.34
H (-34.27, -21.66, -4.71)  0.37
H (-31.52, -20.44, -3.78)  0.20
H (-32.84, -22.45, -2.11)  0.38
H (-31.26, -21.99, -2.09)  0.37
H (-31.58, -23.04, -3.42)  0.31
H (-33.32, -19.19, -3.14)  0.24
H (-32.89, -20.08, -1.84)  0.22
C (-45.40, -13.26, -1.54)  -0.75
O (-44.28, -14.15, -1.46)  -0.30
C (-43.24, -14.21, -2.46)  -0.70
C (-42.03, -15.06, -2.06)  0.31
C (-41.28, -15.59, -3.35)  -1.34
N (-42.40, -16.24, -1.28)  -0.74
H (-46.06, -13.33, -2.41)  0.30
H (-45.05, -12.23, -1.60)  0.30
H (-46.02, -13.39, -0.65)  0.24
H (-43.74, -14.55, -3.36)  0.33
H (-42.95, -13.20, -2.75)  0.41
H (-41.37, -14.47, -1.42)  0.30
H (-40.70, -14.78, -3.81)  0.36
H (-41.92, -16.06, -4.09)  0.32
H (-40.39, -16.18, -3.13)  0.37
H (-42.79, -16.04, -0.37)  0.31
H (-43.24, -16.64, -1.69)  0.27
C (-27.08, -16.01, 1.00)  -0.78
O (-26.39, -16.06, 2.32)  -0.26
C (-26.58, -17.28, 3.03)  -0.71
C (-26.02, -17.12, 4.46)  0.50
C (-26.19, -18.37, 5.27)  -1.34
N (-26.59, -15.98, 5.14)  -0.73
H (-28.14, -16.28, 0.96)  0.32
H (-26.66, -16.62, 0.20)  0.31
H (-26.95, -15.00, 0.59)  0.27
H (-27.64, -17.51, 3.17)  0.34
H (-26.14, -18.17, 2.58)  0.32
H (-24.94, -17.01, 4.46)  0.22
H (-27.03, -18.31, 5.97)  0.32
H (-25.36, -18.53, 5.96)  0.33
H (-26.26, -19.26, 4.65)  0.33
H (-26.40, -15.16, 4.60)  0.30
H (-27.60, -15.98, 5.14)  0.26
C (-26.48, -23.20, -8.45)  -0.68
O (-25.67, -23.42, -9.55)  -0.34
C (-26.15, -24.40, -10.49)  -0.70
C (-25.39, -25.84, -10.20)  0.56
C (-23.83, -25.63, -10.25)  -1.41
N (-25.83, -26.79, -11.20)  -0.74
H (-27.41, -22.72, -8.76)  0.27
H (-25.88, -22.58, -7.78)  0.25
H (-26.72, -24.13, -7.94)  0.31
H (-27.21, -24.51, -10.29)  0.38
H (-26.06, -24.04, -11.51)  0.35
H (-25.59, -26.18, -9.18)  0.18
H (-23.29, -26.48, -9.84)  0.39
H (-23.43, -24.82, -9.64)  0.32
H (-23.45, -25.60, -11.27)  0.37
H (-25.37, -27.65, -10.96)  0.26
H (-26.80, -27.06, -11.15)  0.24
C (-28.24, -10.18, -6.94)  -0.76
O (-29.02, -11.20, -6.37)  -0.34
C (-30.36, -11.43, -6.74)  -0.70
C (-30.87, -12.82, -6.33)  0.67
C (-30.25, -13.99, -7.14)  -1.36
N (-32.28, -12.94, -6.36)  -0.64
H (-28.06, -10.41, -7.99)  0.31
H (-27.27, -10.01, -6.46)  0.24
H (-28.84, -9.27, -7.01)  0.32
H (-30.96, -10.66, -6.27)  0.29
H (-30.44, -11.18, -7.80)  0.33
H (-30.53, -13.05, -5.31)  0.15
H (-29.17, -13.89, -7.07)  0.34
H (-30.49, -14.06, -8.20)  0.35
H (-30.47, -14.94, -6.66)  0.34
H (-32.86, -12.20, -5.98)  0.23
H (-32.73, -13.12, -7.24)  0.23
C (-33.19, -16.45, -14.68)  -0.80
O (-33.96, -16.12, -13.51)  -0.33
C (-35.12, -16.93, -13.24)  -0.71
C (-35.46, -16.80, -11.70)  0.62
C (-36.65, -17.51, -11.11)  -1.50
N (-35.53, -15.39, -11.28)  -0.64
H (-33.79, -16.55, -15.58)  0.31
H (-32.69, -17.41, -14.58)  0.31
H (-32.30, -15.82, -14.61)  0.29
H (-35.89, -16.29, -13.66)  0.23
H (-35.15, -17.94, -13.67)  0.41
H (-34.64, -17.34, -11.23)  0.19
H (-36.68, -18.51, -11.54)  0.38
H (-37.60, -17.11, -11.47)  0.37
H (-36.62, -17.38, -10.03)  0.34
H (-36.48, -15.07, -11.39)  0.24
H (-34.86, -14.84, -11.81)  0.29
C (-18.95, -6.93, -11.39)  -0.72
O (-19.45, -7.22, -12.72)  -0.38
C (-20.67, -7.85, -12.82)  -0.52
C (-20.51, -9.33, -12.42)  -0.52
N (-21.80, -10.01, -12.15)  -0.28
C (-21.56, -11.36, -11.82)  -0.58
C (-22.86, -12.11, -11.52)  -0.75
O (-23.40, -12.71, -12.71)  -0.22
C (-24.56, -13.51, -12.38)  -0.80
H (-18.30, -6.11, -11.69)  0.26
H (-18.25, -7.74, -11.23)  0.28
H (-19.71, -6.77, -10.62)  0.32
H (-21.06, -7.93, -13.84)  0.33
H (-21.43, -7.39, -12.19)  0.38
H (-19.89, -9.39, -11.52)  0.35
H (-19.91, -9.86, -13.16)  0.28
H (-22.44, -10.04, -12.93)  0.23
H (-21.00, -11.45, -10.89)  0.38
H (-21.04, -12.01, -12.53)  0.30
H (-23.62, -11.50, -11.03)  0.34
H (-22.62, -12.98, -10.90)  0.43
H (-25.48, -12.96, -12.22)  0.27
H (-24.33, -14.19, -11.55)  0.36
H (-24.68, -14.18, -13.23)  0.24
C (-23.39, -14.80, -18.07)  -0.83
O (-24.06, -13.59, -17.81)  -0.34
C (-23.21, -12.47, -18.14)  -0.55
C (-24.00, -11.12, -17.97)  -0.79
N (-24.69, -11.14, -16.66)  -0.19
C (-25.67, -10.09, -16.54)  -0.63
C (-26.69, -10.40, -15.50)  -0.34
O (-27.97, -9.81, -15.75)  -0.37
C (-28.96, -9.81, -14.66)  -0.69
H (-23.80, -15.72, -17.66)  0.27
H (-22.31, -14.74, -17.88)  0.34
H (-23.32, -14.87, -19.16)  0.33
H (-22.81, -12.37, -19.15)  0.38
H (-22.41, -12.40, -17.40)  0.35
H (-24.65, -11.08, -18.84)  0.43
H (-23.19, -10.40, -17.85)  0.33
H (-25.16, -12.03, -16.74)  0.23
H (-26.19, -10.04, -17.50)  0.36
H (-25.09, -9.19, -16.36)  0.31
H (-26.23, -10.13, -14.54)  0.27
H (-26.88, -11.47, -15.58)  0.32
H (-29.19, -10.87, -14.53)  0.29
H (-29.93, -9.41, -14.96)  0.26
H (-28.53, -9.39, -13.75)  0.28
C (-19.95, -10.79, -1.83)  -0.81
O (-20.23, -11.68, -0.73)  -0.32
C (-21.39, -11.21, -0.13)  -0.60
C (-21.26, -11.65, 1.32)  -0.72
N (-20.11, -10.93, 1.91)  -0.27
C (-19.71, -11.63, 3.14)  -0.67
C (-18.52, -10.99, 3.68)  -0.58
O (-18.75, -9.67, 4.16)  -0.34
C (-19.63, -9.49, 5.28)  -0.69
H (-20.31, -11.14, -2.79)  0.32
H (-18.86, -10.81, -1.93)  0.27
H (-20.21, -9.73, -1.85)  0.35
H (-22.28, -11.66, -0.59)  0.38
H (-21.44, -10.12, -0.17)  0.38
H (-21.29, -12.74, 1.24)  0.34
H (-22.13, -11.37, 1.92)  0.40
H (-19.33, -10.93, 1.26)  0.24
H (-19.55, -12.68, 2.89)  0.46
H (-20.50, -11.66, 3.88)  0.40
H (-17.86, -10.74, 2.85)  0.31
H (-18.10, -11.66, 4.44)  0.35
H (-19.55, -8.45, 5.58)  0.25
H (-19.40, -10.20, 6.07)  0.30
H (-20.64, -9.52, 4.86)  0.25

Output
Structure (SMILES) ... CC1(C)CCCC(C)(C)N1O.CC1(C)CCCC(C)(C)N1O.CC1(C)CCCC(C)(C)N1O.COC[C@H](C)N.COC[C@H](C)N.COC[C@H](C)N.COC[C@H](C)N.COC[C@H](C)N.COC[C@H](C)N.COCCNCCOC.COCCNCCOC.COCCNCCOC
Total charge ... 0
Highest occupied orbital energy ... -7.8 eV
Frontier orbital gap ... 8.295 eV
Spin multiplicity ... 1

=====

No. 3
Formula: C49H40F3N4O2OsP2Te
Source: the Open Molecules 2025 dataset
Level of theory: ωB97M-V/def2-TZVPD

Last column: Mulliken charge in e.
Cartesian coordinates (Å):
Os (-0.17, -0.23, -0.19)  3.01
Te (-0.98, 4.87, 0.34)  0.44
C (-3.04, 5.30, 0.21)  -0.03
C (-3.80, 4.80, -0.83)  0.38
C (-5.15, 5.12, -0.88)  -0.44
N (-5.77, 5.89, 0.02)  -0.62
C (-5.02, 6.37, 1.01)  -0.40
C (-3.67, 6.10, 1.16)  -0.38
C (-1.18, 2.84, 0.01)  -0.62
P (-1.31, 1.52, 1.10)  2.67
C (-3.04, 0.90, 1.15)  0.20
C (-3.79, 1.07, -0.01)  -0.88
C (-5.07, 0.54, -0.12)  -0.72
C (-5.63, -0.15, 0.95)  -0.89
C (-4.91, -0.29, 2.13)  -0.81
C (-3.63, 0.24, 2.23)  -0.30
C (-1.09, 2.17, 2.79)  1.34
C (-2.22, 2.79, 3.34)  -1.08
C (-2.15, 3.41, 4.58)  -0.89
C (-0.97, 3.41, 5.30)  -0.74
C (0.17, 2.83, 4.75)  -1.06
C (0.11, 2.22, 3.51)  -0.27
P (-0.38, 2.00, -1.25)  1.21
C (1.34, 2.54, -1.53)  0.99
C (2.06, 3.01, -0.43)  -0.91
C (3.40, 3.33, -0.56)  -0.50
C (4.03, 3.18, -1.79)  -0.79
C (3.32, 2.70, -2.88)  -0.89
C (1.99, 2.38, -2.75)  -0.58
C (-1.26, 2.52, -2.79)  0.86
C (-2.49, 2.01, -3.20)  -0.14
C (-3.21, 2.64, -4.21)  -1.12
C (-2.72, 3.79, -4.81)  -0.90
C (-1.51, 4.32, -4.39)  -0.75
C (-0.78, 3.69, -3.39)  -1.03
H (-3.36, 4.17, -1.60)  0.20
H (-5.77, 4.74, -1.69)  0.40
H (-5.54, 6.99, 1.73)  0.37
H (-3.13, 6.51, 2.00)  0.40
H (-3.38, 1.66, -0.81)  0.08
H (-5.64, 0.70, -1.03)  0.53
H (-6.63, -0.56, 0.87)  0.45
H (-5.35, -0.79, 2.98)  0.49
H (-3.11, 0.15, 3.17)  0.48
H (-3.14, 2.81, 2.78)  0.60
H (-3.04, 3.88, 4.98)  0.49
H (-0.93, 3.88, 6.27)  0.42
H (1.10, 2.86, 5.29)  0.49
H (1.02, 1.83, 3.09)  0.43
H (1.57, 3.11, 0.53)  -0.15
H (3.95, 3.71, 0.29)  0.48
H (5.08, 3.43, -1.89)  0.43
H (3.82, 2.58, -3.84)  0.47
H (1.45, 1.99, -3.61)  0.56
H (-2.92, 1.14, -2.73)  0.61
H (-4.16, 2.22, -4.52)  0.51
H (-3.29, 4.28, -5.59)  0.43
H (-1.13, 5.22, -4.84)  0.47
H (0.15, 4.13, -3.07)  0.42
N (-2.12, -2.96, -0.27)  0.43
C (-1.80, -2.56, 1.00)  0.46
C (-2.18, -3.46, 2.02)  -1.13
C (-1.93, -3.17, 3.33)  -0.96
C (-1.30, -1.97, 3.64)  -1.14
C (-0.95, -1.15, 2.61)  -0.43
N (-1.17, -1.41, 1.29)  1.05
C (-2.03, -2.42, -1.54)  0.41
C (-2.46, -3.25, -2.58)  -1.30
C (-2.33, -2.82, -3.88)  -0.85
C (-1.75, -1.58, -4.11)  -1.55
C (-1.38, -0.83, -3.02)  -0.79
N (-1.53, -1.20, -1.73)  0.72
H (-2.49, -3.90, -0.28)  0.27
H (-2.67, -4.38, 1.73)  0.53
H (-2.22, -3.87, 4.10)  0.50
H (-1.07, -1.67, 4.65)  0.56
H (-0.45, -0.22, 2.82)  -0.29
H (-2.85, -4.23, -2.35)  0.56
H (-2.64, -3.46, -4.69)  0.45
H (-1.59, -1.20, -5.10)  0.60
H (-0.89, 0.11, -3.18)  0.93
C (1.53, -0.02, 1.13)  -0.75
C (2.40, -1.25, 1.15)  -0.42
C (2.14, -2.37, 1.92)  0.33
C (2.96, -3.49, 1.88)  -1.03
C (4.08, -3.50, 1.06)  -0.59
C (4.38, -2.37, 0.30)  -0.70
C (3.56, -1.26, 0.35)  -0.35
H (2.16, 0.79, 0.77)  0.59
H (1.23, 0.21, 2.14)  0.47
H (1.29, -2.38, 2.59)  0.37
H (2.74, -4.35, 2.49)  0.45
H (4.72, -4.37, 1.02)  0.41
H (5.27, -2.36, -0.32)  0.44
H (3.81, -0.38, -0.22)  0.38
F (1.76, -1.96, -3.91)  -0.23
C (2.33, -2.17, -2.71)  0.31
F (2.42, -3.48, -2.51)  -0.24
F (3.54, -1.64, -2.73)  -0.22
C (1.44, -1.51, -1.64)  0.07
O (0.78, -2.16, -0.81)  -0.75
O (1.34, -0.25, -1.66)  0.00

Output
Total charge ... +1
Highest occupied orbital energy ... -9.8 eV
Frontier orbital gap ... 6.371 eV
Spin multiplicity ... 1
Relative energy (zero: lowest compared OMol25 entry of this formula, charge and spin) ... 11.2 kJ/mol

=====

Among the records above, which one has the highest highest occupied orbital energy?
C69H168N12O15

=====

highest occupied orbital energy of number 2 (C69H168N12O15)?
-7.8 eV